No. 1
The following is a quantum chemistry calculation of an isolated ion of composition C14H19ClN3OS and charge +1 at a distorted geometry, from OMol25.

Max |F|   1.52 eV/Å
2S+1   1
HOMO energy   -11.16 eV
Net charge   +1
SMILES   CC(C)C[C@H]([NH3+])c1nnc(SCc2ccc(Cl)cc2)o1
Relative energy (zero: lowest compared OMol25 entry of this formula, charge and spin)   2.2 kcal/mol

Positions of all 39 atoms, in Å:
1 C 3.518 1.417 -0.195
2 C 3.674 0.240 0.765
3 C 5.082 0.230 1.356
4 C 3.387 -1.099 0.043
5 C 2.005 -1.671 0.377
6 N 1.732 -2.884 -0.477
7 C 0.885 -0.752 0.018
8 N 0.131 -1.007 -1.006
9 N -0.775 -0.021 -1.104
10 C -0.533 0.800 -0.118
11 S -1.304 2.265 0.282
12 C -2.681 2.229 -0.945
13 C -3.758 1.289 -0.517
14 C -3.911 0.057 -1.143
15 C -4.905 -0.815 -0.739
16 C -5.748 -0.460 0.304
17 Cl -6.984 -1.549 0.813
18 C -5.604 0.765 0.941
19 C -4.610 1.631 0.528
20 O 0.522 0.373 0.643
21 H 4.276 1.373 -0.974
22 H 2.540 1.427 -0.668
23 H 3.639 2.353 0.342
24 H 2.959 0.359 1.585
25 H 5.282 1.174 1.853
26 H 5.824 0.095 0.572
27 H 5.195 -0.567 2.087
28 H 3.463 -0.945 -1.035
29 H 4.136 -1.835 0.343
30 H 1.963 -1.931 1.440
31 H 0.999 -2.523 -1.160
32 H 1.341 -3.672 0.047
33 H 2.575 -3.193 -0.972
34 H -2.242 1.949 -1.900
35 H -3.028 3.261 -0.971
36 H -3.251 -0.217 -1.951
37 H -5.031 -1.766 -1.232
38 H -6.266 1.035 1.748
39 H -4.495 2.585 1.022

These are the Mulliken partial charges, in e, on atoms 1 to 8: number 1, C, carries -1.5180; number 2, C, carries 0.7149; number 3, C, carries -1.7548; number 4, C, carries -1.2473; number 5, C, carries -0.1023; number 6, N, carries -0.1580; number 7, C, carries 0.3843; number 8, N, carries -0.6017

---

No. 2
The following is a quantum chemistry calculation of an isolated ion of composition C5H6NS and charge +1 at a distorted geometry, from OMol25.

Max |F|   5.25 eV/Å
2S+1   1
HOMO energy (spin up / spin down)   -13.14 / -13.14 eV
Net charge   +1
Relative energy (zero: lowest compared OMol25 entry of this formula, charge and spin)   176.0 kcal/mol

Positions of all 13 atoms, in Å:
1 C 3.468 0.581 -0.193
2 C 2.377 0.009 0.190
3 C -0.517 1.597 0.718
4 C -1.341 -0.732 -0.212
5 C 1.074 -0.052 0.156
6 N 0.144 -0.928 -0.490
7 S -1.553 1.029 -0.515
8 H -0.716 1.343 1.820
9 H -0.060 2.498 0.372
10 H -1.907 -1.275 -0.899
11 H -1.627 -1.173 0.708
12 H 0.302 -2.009 -0.199
13 H 0.356 -0.887 -1.456

These are the Mulliken partial charges, in e, on atoms 1 to 8: number 1, C, carries -0.2626; number 2, C, carries 0.0908; number 3, C, carries -0.4723; number 4, C, carries -0.4743; number 5, C, carries -0.0177; number 6, N, carries -0.2014; number 7, S, carries 0.0337; number 8, H, carries 0.3200

---

No. 3
The following is a quantum chemistry calculation of a 2-piece molecular cluster, C4H13NO2 overall at a distorted geometry, from OMol25.

Max |F|   5.44 eV/Å
2S+1   1
HOMO energy   -9.03 eV
SMILES   CCNCCO.O
Relative energy (zero: lowest compared OMol25 entry of this formula, charge and spin)   56.7 kcal/mol

Positions of all 20 atoms, in Å:
1 C 2.120 -0.744 0.674
2 C 0.540 -0.925 0.533
3 N 0.137 -0.881 -0.835
4 C -1.251 -0.606 -1.060
5 C -1.433 0.924 -1.274
6 O -0.658 1.724 -0.401
7 H 2.528 -1.571 0.068
8 H 2.545 0.059 0.204
9 H 2.433 -0.905 1.652
10 H 0.133 -1.888 0.953
11 H 0.080 -0.107 1.137
12 H 0.804 -1.337 -1.479
13 H -1.585 -1.066 -2.073
14 H -1.884 -1.199 -0.441
15 H -2.424 1.225 -0.819
16 H -1.302 1.131 -2.408
17 H 0.309 1.158 -0.322
18 O -0.229 1.957 2.230
19 H -0.287 0.985 2.362
20 H -0.576 2.067 1.298

These are the Mulliken partial charges, in e, on atoms 1 to 8: number 1, C, carries -1.2903; number 2, C, carries -0.0056; number 3, N, carries -0.3488; number 4, C, carries -0.6359; number 5, C, carries -0.2637; number 6, O, carries -0.6465; number 7, H, carries 0.3598; number 8, H, carries 0.3862

---

No. 4
The following is a quantum chemistry calculation of C3H9O5 as an isolated structure at a distorted geometry, from OMol25.

Max |F|   3.02 eV/Å
2S+1   1
HOMO energy   -5.02 eV
Net charge   -1
Relative energy (zero: lowest compared OMol25 entry of this formula, charge and spin)   206.1 kcal/mol

Positions of all 17 atoms, in Å:
1 O 0.462 1.253 2.101
2 C 0.546 0.203 1.388
3 O 2.202 -1.848 0.770
4 C -0.215 0.078 0.175
5 C 0.092 -1.068 -0.625
6 O -0.965 -1.523 -1.356
7 H 1.061 -0.670 1.786
8 H -0.827 0.938 -0.141
9 H 0.365 -1.880 0.094
10 H 1.037 -0.847 -1.172
11 H 3.082 -2.058 1.098
12 H -0.914 -0.908 -2.305
13 H -1.500 0.412 -3.546
14 O -0.725 0.078 -3.090
15 H -0.381 1.843 1.799
16 H -1.762 3.355 1.073
17 O -1.300 2.521 0.992

These are the Mulliken partial charges, in e, on atoms 1 to 8: number 1, O, carries -0.3951; number 2, C, carries 0.0039; number 3, O, carries -0.8941; number 4, C, carries 0.0654; number 5, C, carries -0.3956; number 6, O, carries -0.5911; number 7, H, carries 0.4070; number 8, H, carries 0.4654

---

No. 5
The following is a quantum chemistry calculation of a 2-piece molecular cluster, C19H29BF3N2O11P2 overall at a distorted geometry, from OMol25.

Max |F|   4.48 eV/Å
2S+1   1
HOMO energy   -12.36 eV
Net charge   +1

Positions of all 67 atoms, in Å:
1 C -3.829 0.787 4.633
2 N -4.633 0.558 3.417
3 C -4.627 -0.849 2.953
4 C -4.381 1.518 2.364
5 O -5.345 2.004 1.828
6 C -2.964 2.041 1.885
7 C -2.368 1.284 0.666
8 C -2.607 1.825 -0.683
9 C -3.417 3.140 -0.939
10 F -2.820 4.197 -0.275
11 F -3.327 3.481 -2.280
12 F -4.736 3.036 -0.673
13 C -2.087 1.160 -1.883
14 C -1.278 -0.044 -1.695
15 C -0.678 -0.764 -2.940
16 C 0.902 -0.633 -3.057
17 C 1.602 -2.005 -3.499
18 C 2.804 -2.363 -2.547
19 O 3.673 -1.574 -2.284
20 O 2.926 -3.652 -2.002
21 C -1.044 -0.510 -0.318
22 P 0.064 -2.029 -0.195
23 P -1.311 -3.659 -0.723
24 O -2.659 -3.043 -1.016
25 O -0.844 -4.459 -2.083
26 O -1.551 -4.674 0.577
27 N -1.595 0.135 0.794
28 C -1.286 -0.420 2.144
29 B 0.084 0.270 2.713
30 O 1.220 0.412 1.903
31 O 0.097 0.755 4.041
32 H -4.477 0.486 5.509
33 H -2.894 0.167 4.719
34 H -3.650 1.890 4.778
35 H -5.501 -1.394 3.413
36 H -3.713 -1.435 3.260
37 H -4.746 -0.842 1.838
38 H -3.035 3.146 1.754
39 H -2.251 1.880 2.749
40 H -2.260 1.511 -2.922
41 H -0.923 -1.857 -2.882
42 H -1.122 -0.300 -3.861
43 H 1.415 -0.294 -2.123
44 H 1.141 0.099 -3.879
45 H 2.033 -1.894 -4.535
46 H 0.861 -2.849 -3.571
47 H 2.738 -3.642 -1.048
48 H 0.565 -2.191 1.126
49 H -1.588 -4.376 -2.720
50 H -2.517 -4.681 0.728
51 H -1.240 -1.538 2.151
52 H -2.085 -0.155 2.891
53 H 1.227 1.357 1.643
54 H -0.832 0.992 4.240
55 C 7.347 2.118 -1.997
56 C 6.274 1.996 -0.939
57 C 6.131 0.610 -0.377
58 O 4.754 0.575 0.001
59 C 4.103 1.457 -0.800
60 O 2.914 1.539 -0.882
61 O 4.975 2.228 -1.496
62 H 7.094 1.529 -2.881
63 H 7.435 3.155 -2.328
64 H 8.317 1.793 -1.616
65 H 6.440 2.733 -0.147
66 H 6.773 0.444 0.488
67 H 6.312 -0.181 -1.111

These are the Mulliken partial charges, in e, on atoms 1 to 8: number 1, C, carries -0.7077; number 2, N, carries 0.0966; number 3, C, carries -0.7261; number 4, C, carries -0.0862; number 5, O, carries -0.4617; number 6, C, carries -0.1813; number 7, C, carries 0.1960; number 8, C, carries 0.3150

---

No. 6
The following is a quantum chemistry calculation of a 2-piece molecular cluster, C5H8O overall at a distorted geometry, from OMol25.

Max |F|   1.17 eV/Å
2S+1   1
HOMO energy (spin up / spin down)   -7.54 / -7.54 eV
Relative energy (zero: lowest compared OMol25 entry of this formula, charge and spin)   118.3 kcal/mol

Positions of all 14 atoms, in Å:
1 C -1.449 -1.081 -0.708
2 C -0.724 0.206 -0.366
3 C -0.233 0.602 0.939
4 C 0.857 0.230 -0.158
5 C 1.385 -1.008 -0.014
6 O 1.818 -2.058 0.198
7 H -1.111 -1.918 -0.085
8 H -2.517 -0.940 -0.506
9 H -1.341 -1.358 -1.763
10 H -0.927 1.010 -1.080
11 H -0.332 -0.211 1.673
12 H 1.236 2.542 1.270
13 H 1.506 0.988 -0.597
14 H 1.832 2.994 1.196

These are the Mulliken partial charges, in e, on atoms 1 to 8: number 1, C, carries -1.3162; number 2, C, carries 0.2190; number 3, C, carries -0.5770; number 4, C, carries -0.3714; number 5, C, carries 0.3663; number 6, O, carries -0.3147; number 7, H, carries 0.3081; number 8, H, carries 0.3493